8
Properties=species:S:1:pos:R:3 method="wB97M-V/def2-TZVPD" spin_multiplicity=1 e_tot_ev=-8930.677 e_above_lowest_kcal_mol=99.60 lumo_ev="0.17 / 0.17" total_charge=0 homo_lumo_gap_ev="10.653 / 10.652" homo_energy_ha="-0.385 / -0.385"
C -0.65 -0.66 -0.11
C 0.05 0.08 -1.09
O -1.11 0.59 -0.62
O 1.63 1.19 -0.41
F 0.23 -0.01 -2.36
H -1.33 -1.61 -0.34
H -0.22 -0.74 0.88
H 1.77 1.58 -1.21



82
Properties=species:S:1:pos:R:3 method="wB97M-V/def2-TZVPD" spin_multiplicity=1 e_tot_ev=-108530.254 e_above_lowest_kcal_mol=19.03 lumo_ev=-5.58 total_charge=+2 homo_lumo_gap_ev=6.168 homo_energy_ha=-0.432
Sn -1.42 -1.60 -0.12
N -5.33 0.48 -2.15
C -5.29 -0.85 -1.35
C -4.55 -0.48 -0.05
C -4.47 -1.70 0.84
N -3.07 -1.70 1.38
C -4.73 -3.07 0.15
C -4.28 -3.12 -1.33
N -2.74 -3.25 -1.40
C -4.77 -1.97 -2.20
H -4.99 0.40 -3.09
H -4.74 1.20 -1.69
H -6.21 1.03 -2.16
H -6.34 -1.03 -1.14
H -5.10 0.24 0.53
H -3.51 -0.09 -0.26
H -5.16 -1.49 1.72
H -2.87 -2.47 2.01
H -2.92 -0.88 1.98
H -5.79 -3.33 0.18
H -4.20 -3.81 0.81
H -4.63 -4.08 -1.78
H -2.48 -3.05 -2.36
H -2.40 -4.19 -1.15
H -5.57 -2.38 -2.83
H -3.99 -1.62 -2.85
S -4.60 3.79 0.14
C -5.07 5.22 -0.44
S -6.37 6.29 -0.41
S -4.44 6.64 -1.26
C 2.27 -0.69 0.28
P 0.58 0.02 0.46
C 0.61 1.47 -0.65
C 0.73 2.81 -0.15
C 0.58 3.87 -1.07
C 0.24 3.62 -2.38
C -0.03 2.32 -2.82
C 0.25 1.22 -1.95
C 0.34 0.68 2.08
C 0.94 0.05 3.15
C 0.73 0.52 4.46
C 0.09 1.74 4.67
C -0.39 2.48 3.57
C -0.44 1.88 2.37
P 3.48 0.33 -0.80
C 4.44 1.06 0.54
C 5.34 0.29 1.33
C 6.00 0.91 2.38
C 5.79 2.21 2.68
C 5.02 3.03 1.82
C 4.36 2.41 0.79
C 4.38 -1.17 -1.35
C 3.66 -2.07 -2.19
C 4.29 -3.27 -2.47
C 5.58 -3.60 -2.02
C 6.36 -2.58 -1.44
C 5.79 -1.36 -1.21
H 2.21 -1.75 -0.06
H 2.69 -0.77 1.26
H 0.93 3.13 0.86
H 0.63 4.93 -0.67
H 0.24 4.48 -3.05
H -0.36 2.17 -3.83
H 0.27 0.16 -2.37
H 1.40 -0.93 3.03
H 0.99 -0.11 5.30
H 0.03 2.16 5.71
H -0.78 3.51 3.66
H -1.04 2.25 1.50
H 5.45 -0.78 1.27
H 6.71 0.35 3.01
H 6.23 2.59 3.58
H 4.84 4.09 2.07
H 3.76 3.07 0.11
H 2.65 -1.81 -2.49
H 3.75 -4.02 -3.09
H 5.94 -4.63 -2.13
H 7.35 -2.81 -1.02
H 6.28 -0.42 -0.89
S 1.35 -4.38 -1.50
C 0.17 -4.08 -0.44
N -0.66 -3.69 0.35



27
Properties=species:S:1:pos:R:3 method="wB97M-V/def2-TZVPD" spin_multiplicity=5 e_tot_ev=-124744.360 e_above_lowest_kcal_mol=0.00 lumo_ev="2.96 / 1.53" total_charge=-1 homo_lumo_gap_ev="7.379 / 6.293" homo_energy_ha="-0.163 / -0.175" s_squared=6.032
C 1.12 0.01 -1.92
C 2.07 -0.11 -0.86
C 1.81 -1.36 -0.19
H 2.87 0.59 -0.65
C 0.71 -2.01 -0.84
C 0.28 -1.16 -1.91
H -0.48 -1.41 -2.66
H 1.15 0.79 -2.70
H 2.40 -1.76 0.64
H 0.34 -3.02 -0.63
Co 0.19 -0.11 -0.10
Br 1.51 0.85 2.06
C -1.80 1.14 0.90
C -2.17 0.48 -0.34
C -1.39 1.07 -1.40
H -2.97 -0.25 -0.47
C -0.53 2.08 -0.81
C -0.80 2.14 0.60
H -0.33 2.82 1.30
H -2.22 0.94 1.88
H -1.54 0.89 -2.47
H 0.16 2.73 -1.35
N -0.65 -1.25 1.44
C -0.64 -1.66 2.56
N -0.97 -2.32 3.66
C -0.14 -2.20 4.69
N 0.49 -2.21 5.71



15
Properties=species:S:1:pos:R:3 method="wB97M-V/def2-TZVPD" spin_multiplicity=1 e_tot_ev=-10316.321 smiles="O=C1NCCO1.N" e_above_lowest_kcal_mol=14.56 lumo_ev=0.84 total_charge=0 homo_lumo_gap_ev=10.338 homo_energy_ha=-0.349
O -2.07 -0.14 0.09
C -0.92 -0.48 0.21
N 0.21 0.03 -0.36
C 1.34 -0.84 -0.20
C 0.85 -1.70 0.98
O -0.56 -1.52 1.01
H 0.16 0.92 -0.84
H 2.26 -0.29 0.05
H 1.51 -1.44 -1.10
H 1.29 -1.39 1.93
H 1.05 -2.76 0.82
N -1.14 2.33 -0.27
H -2.14 2.21 -0.36
H -0.85 3.25 -0.56
H -0.92 2.18 0.71



30
Properties=species:S:1:pos:R:3 method="wB97M-V/def2-TZVPD" spin_multiplicity=1 e_tot_ev=-14209.034 smiles=CCc1c[nH]c2ccccc12.CC e_above_lowest_kcal_mol=30.06 lumo_ev=0.86 total_charge=0 homo_lumo_gap_ev=8.729 homo_energy_ha=-0.289
C -3.18 1.02 0.92
C -2.36 -0.18 0.34
C -0.94 0.27 0.60
C -0.26 0.42 1.74
N 1.03 0.90 1.56
C 1.18 1.07 0.19
C 2.26 1.50 -0.57
C 2.14 1.39 -1.95
C 0.99 0.96 -2.60
C -0.13 0.73 -1.83
C -0.01 0.68 -0.44
H -2.68 1.98 0.76
H -3.36 0.77 1.95
H -4.15 1.33 0.52
H -2.51 -1.00 1.02
H -2.65 -0.33 -0.69
H -0.62 0.17 2.73
H 1.81 0.60 2.11
H 3.21 1.74 -0.12
H 3.02 1.64 -2.52
H 0.98 0.64 -3.63
H -1.08 0.39 -2.23
C 0.83 -3.63 0.72
C -0.66 -3.36 0.46
H 1.13 -3.27 1.70
H 1.15 -4.63 0.43
H 1.34 -2.93 0.06
H -1.33 -4.19 0.65
H -1.07 -2.73 1.25
H -0.90 -2.97 -0.52



34
Properties=species:S:1:pos:R:3 method="wB97M-V/def2-TZVPD" spin_multiplicity=1 e_tot_ev=-31842.590 e_above_lowest_kcal_mol=8.21 lumo_ev=-0.56 total_charge=0 homo_lumo_gap_ev=9.044 homo_energy_ha=-0.353
Xe -0.52 -1.23 0.88
O 2.11 0.43 -0.66
H 2.56 0.04 0.08
H 2.81 0.69 -1.26
O -0.77 2.63 3.27
H -1.40 1.96 3.54
H -0.56 2.41 2.37
O 0.14 1.98 0.54
H 0.90 1.44 0.31
H 0.30 2.82 0.11
O -0.51 1.22 -2.42
H 0.00 1.54 -1.67
H -0.40 0.27 -2.39
O -3.92 -0.37 0.13
H -3.49 -1.17 -0.16
H -4.07 -0.50 1.06
O 3.53 -0.63 1.59
H 4.44 -0.68 1.87
H 3.12 -1.43 1.93
O -2.93 2.09 -0.52
H -1.99 2.19 -0.37
H -3.12 1.19 -0.27
O 1.81 -2.26 -1.35
H 1.78 -1.34 -1.11
H 2.58 -2.34 -1.92
O -0.52 -1.65 -2.76
H -0.25 -1.31 -3.61
H 0.25 -2.10 -2.42
O -2.79 -2.36 -1.41
H -2.79 -3.28 -1.14
H -2.03 -2.27 -1.98
O 2.09 0.94 3.48
H 2.50 0.35 2.85
H 1.15 0.75 3.40



19
Properties=species:S:1:pos:R:3 method="wB97M-V/def2-TZVPD" spin_multiplicity=1 e_tot_ev=-17060.785 smiles=CPN(N)N(C)C e_above_lowest_kcal_mol=22.71 lumo_ev=0.99 total_charge=0 homo_lumo_gap_ev=9.369 homo_energy_ha=-0.308
C 2.30 -1.30 0.27
P 2.00 0.42 -0.39
N 0.51 0.60 0.42
N 0.05 1.97 0.61
N -0.51 -0.07 -0.28
C -1.50 -0.65 0.64
C -1.12 0.39 -1.50
H 1.67 -2.03 -0.33
H 1.94 -1.37 1.24
H 3.41 -1.48 0.01
H 2.78 0.95 0.86
H -0.58 2.13 1.37
H -0.17 2.39 -0.29
H -0.89 -0.67 1.59
H -2.45 0.06 0.93
H -1.90 -1.53 0.16
H -0.40 0.80 -2.06
H -1.47 -0.36 -2.12
H -1.85 1.20 -1.24



108
Properties=species:S:1:pos:R:3 method="wB97M-V/def2-TZVPD" spin_multiplicity=3 e_tot_ev=-131556.334 e_above_lowest_kcal_mol=43.91 lumo_ev="-4.08 / -4.46" total_charge=+1 homo_lumo_gap_ev="4.773 / 4.388" homo_energy_ha="-0.325 / -0.325" s_squared=2.014
V -0.21 -0.92 0.85
C -1.26 -0.87 5.11
C -1.42 -1.05 3.75
N -0.37 -1.33 2.97
C 0.82 -1.45 3.56
C 0.98 -1.21 4.91
N -0.06 -0.92 5.69
C 1.89 -1.88 2.62
C 3.15 -2.28 2.98
C 4.03 -2.72 1.99
C 3.59 -2.76 0.68
C 2.29 -2.36 0.38
N 1.46 -1.94 1.34
C 1.65 -2.47 -0.95
C 2.24 -3.07 -2.04
N 1.55 -3.37 -3.14
C 0.30 -2.97 -3.16
C -0.30 -2.30 -2.08
N 0.35 -2.09 -0.96
C 5.40 -3.18 2.36
C 6.47 -2.99 1.50
C 7.72 -3.46 1.87
N 7.95 -4.10 3.02
C 6.92 -4.27 3.84
C 5.63 -3.83 3.56
H -2.11 -0.63 5.74
H -2.38 -0.91 3.26
H 1.95 -1.24 5.37
H 3.46 -2.22 4.01
H 4.23 -3.13 -0.10
H 3.28 -3.34 -2.02
H -0.29 -3.16 -4.06
H -1.32 -1.95 -2.17
H 6.36 -2.45 0.56
H 8.57 -3.32 1.22
H 7.12 -4.79 4.77
H 4.83 -4.04 4.26
N -3.83 -3.02 0.61
C -2.61 -3.02 1.11
N -1.97 -1.96 0.66
C -2.89 -1.32 -0.14
N -4.04 -1.95 -0.20
C -2.50 -0.10 -0.85
C -3.36 0.68 -1.57
N -2.97 1.83 -2.12
C -1.70 2.16 -1.98
C -0.78 1.36 -1.28
N -1.20 0.24 -0.70
H -4.57 -3.69 0.75
H -2.23 -3.78 1.77
H -4.40 0.39 -1.68
H -1.37 3.10 -2.39
H 0.25 1.63 -1.17
O 1.24 0.74 1.27
C 0.28 1.41 1.75
N 0.25 2.62 2.30
C -1.14 2.99 2.63
C -1.89 1.71 2.15
O -3.08 1.51 2.20
N -0.94 0.83 1.72
C -1.55 4.25 1.87
C -0.92 5.44 2.20
C -1.22 6.61 1.51
C -2.16 6.59 0.49
C -2.81 5.41 0.17
C -2.50 4.23 0.86
C -1.36 3.10 4.14
C -2.62 3.44 4.62
C -2.86 3.48 5.98
C -1.83 3.21 6.88
C -0.58 2.88 6.41
C -0.34 2.82 5.04
H 1.01 3.28 2.23
H -0.19 5.47 3.01
H -0.72 7.53 1.77
H -2.40 7.50 -0.04
H -3.55 5.39 -0.62
H -3.02 3.32 0.60
H -3.42 3.66 3.92
H -3.84 3.75 6.34
H -2.02 3.25 7.95
H 0.23 2.67 7.10
H 0.65 2.55 4.68
C 2.13 -1.60 -6.26
C 1.20 -0.51 -6.75
C 1.88 0.84 -6.88
O 0.03 -0.48 -5.90
P -0.22 0.40 -4.58
S -0.65 2.25 -4.97
S 1.24 0.13 -3.25
O -1.49 -0.46 -4.00
C -2.70 -0.86 -4.70
C -3.19 0.09 -5.78
C -2.51 -2.27 -5.24
H 2.91 -1.78 -7.01
H 1.59 -2.53 -6.10
H 2.60 -1.30 -5.32
H 0.79 -0.79 -7.72
H 2.32 1.15 -5.93
H 1.18 1.61 -7.20
H 2.68 0.74 -7.63
H -3.45 -0.88 -3.90
H -2.48 0.17 -6.60
H -3.35 1.09 -5.38
H -4.13 -0.31 -6.17
H -1.62 -2.30 -5.86
H -3.37 -2.56 -5.84
H -2.41 -3.00 -4.43